1.
Below is 2 unconnected molecules or ions with the total composition C10H15ClSi at a distorted geometry, with properties calculated with the ωB97M-V functional and the def2-TZVPD basis.

Results
Maximum force: 0.026 hartree/bohr
Total charge: 0
HOMO level (spin up / spin down): -8.87 / -7.34 eV
Energy relative to the best compared isomer or geometry (same formula, charge and spin): 341.8 kJ/mol
Frontier orbital gap (spin up / spin down): 8.516 / 7.252 eV

Each line ends with the Mulliken charge.
Atoms and positions in Å:
1 C -0.952 2.715 2.406  -0.62
2 C 0.006 2.861 1.418  -0.57
3 C -1.690 1.549 2.516  -0.56
4 C 0.231 1.827 0.506  0.67
5 C -1.474 0.493 1.629  0.62
6 C -0.523 0.696 0.664  0.00
7 C 1.252 1.945 -0.586  -1.11
8 C -2.266 -0.778 1.711  -1.26
9 C 0.660 -1.473 -3.374  -0.97
10 C 1.989 -2.715 -0.779  -0.95
11 Si 0.372 -2.214 -1.646  0.36
12 Cl -0.885 -3.820 -1.765  -0.30
13 H -1.131 3.526 3.100  0.35
14 H 0.584 3.772 1.342  0.36
15 H -2.438 1.453 3.293  0.35
16 H 1.520 2.984 -0.760  0.40
17 H 2.154 1.396 -0.316  0.25
18 H 0.862 1.513 -1.505  0.16
19 H -1.634 -1.635 1.484  0.27
20 H -2.704 -0.903 2.698  0.39
21 H -3.072 -0.756 0.976  0.26
22 H 1.492 -1.973 -3.870  0.34
23 H -0.218 -1.581 -4.003  0.31
24 H 0.901 -0.415 -3.320  0.27
25 H 2.589 -1.848 -0.526  0.31
26 H 1.791 -3.263 0.137  0.29
27 H 2.586 -3.356 -1.428  0.36

=====

2.
Below is a molecular structure, C31H28ClNOPSTb at a distorted geometry, with properties calculated with the ωB97M-V functional and the def2-TZVPD basis.

Results
Maximum force: 0.111 hartree/bohr
Spin multiplicity: 7
Total charge: +2
HOMO level (spin up / spin down): -13.94 / -13.94 eV
Frontier orbital gap (spin up / spin down): 6.916 / 7.129 eV
Expectation value of S²: 12.685

Each line ends with the Mulliken charge.
Atoms and positions in Å:
1 Tb -0.719 -0.941 0.206  0.35
2 Cl 0.964 -2.732 0.307  -0.38
3 C 0.282 1.352 0.101  0.32
4 O 0.720 2.418 0.251  -0.16
5 P 0.019 0.204 -2.384  0.94
6 C -1.518 -0.200 -3.308  0.45
7 C 0.482 1.815 -3.066  0.26
8 C 1.281 -0.935 -3.071  0.49
9 C 1.688 2.022 -3.757  -0.33
10 C 1.991 3.290 -4.260  -0.68
11 C 1.100 4.354 -4.071  -0.52
12 C -0.092 4.151 -3.366  -0.79
13 C -0.398 2.893 -2.852  -0.13
14 H 2.379 1.193 -3.911  0.38
15 H 2.924 3.438 -4.806  0.43
16 H 1.337 5.339 -4.472  0.41
17 H -0.793 4.978 -3.218  0.41
18 H -1.323 2.732 -2.296  0.35
19 C -2.415 -1.132 -2.751  -0.36
20 C -3.637 -1.372 -3.376  -0.80
21 C -3.947 -0.748 -4.593  -0.53
22 C -3.033 0.132 -5.180  -0.72
23 C -1.825 0.415 -4.535  0.03
24 H -2.157 -1.709 -1.839  0.01
25 H -4.353 -2.055 -2.917  0.42
26 H -4.899 -0.954 -5.082  0.42
27 H -3.253 0.605 -6.140  0.43
28 H -1.121 1.118 -4.982  0.49
29 C 1.058 -1.683 -4.236  -0.36
30 C 2.044 -2.561 -4.696  -0.73
31 C 3.239 -2.712 -3.984  -0.53
32 C 3.460 -1.970 -2.819  -0.76
33 C 2.495 -1.072 -2.371  -0.10
34 H 0.119 -1.569 -4.779  0.40
35 H 1.872 -3.126 -5.613  0.42
36 H 4.001 -3.410 -4.337  0.41
37 H 4.389 -2.085 -2.255  0.43
38 H 2.665 -0.491 -1.461  0.40
39 H -2.442 -2.130 0.353  0.14
40 H -1.881 -2.690 0.129  0.29
41 N -0.817 -0.488 2.337  -0.34
42 S 0.521 -0.134 3.220  0.43
43 C 0.021 1.258 4.236  0.89
44 C -1.269 1.786 4.190  -0.47
45 C -1.620 2.815 5.078  -0.68
46 C -0.672 3.354 5.949  -0.47
47 C 0.646 2.879 5.935  -0.58
48 C 0.998 1.843 5.063  -0.59
49 C 0.573 -1.513 4.387  0.82
50 C 0.867 -1.320 5.744  -0.50
51 C 0.730 -2.389 6.639  -0.70
52 C 0.336 -3.648 6.173  -0.42
53 C 0.116 -3.851 4.807  -0.71
54 C 0.290 -2.796 3.911  0.06
55 H -1.573 -0.647 3.008  0.29
56 H -1.989 1.392 3.476  0.37
57 H -2.646 3.194 5.081  0.39
58 H -0.951 4.156 6.638  0.41
59 H 1.399 3.301 6.598  0.41
60 H 2.018 1.463 5.029  0.56
61 H 1.176 -0.340 6.096  0.37
62 H 0.924 -2.227 7.700  0.40
63 H 0.211 -4.477 6.875  0.39
64 H -0.187 -4.833 4.434  0.41
65 H 0.193 -2.953 2.835  0.06

=====

3.
Below is 7 unconnected molecules or ions with the total composition C14H44N2O7 at a distorted geometry, with properties calculated with the ωB97M-V functional and the def2-TZVPD basis.

Results
Maximum force: 0.047 hartree/bohr
Total charge: 0
HOMO level: -8.93 eV
Energy relative to the best compared isomer or geometry (same formula, charge and spin): 91.1 kJ/mol
SMILES: COC[C@H](C)N.COC[C@H](C)N.CCO.CCO.CCO.O.O
Frontier orbital gap: 9.387 eV

Each line ends with the Mulliken charge.
Atoms and positions in Å:
1 C -2.692 28.480 17.120  -0.52
2 C -1.207 28.700 17.312  -0.40
3 O -0.854 29.998 16.839  -0.56
4 H -2.962 28.748 16.100  0.44
5 H -3.207 29.079 17.869  0.03
6 H -2.919 27.430 17.319  0.05
7 H -0.671 27.979 16.681  0.37
8 H -0.891 28.548 18.350  0.26
9 H 0.090 30.100 16.988  0.30
10 C -4.199 28.953 20.413  -1.26
11 C -5.286 28.085 19.815  0.48
12 O -5.102 26.743 20.261  -0.22
13 H -3.178 28.650 20.170  0.04
14 H -4.152 28.971 21.504  0.39
15 H -4.366 29.970 20.047  0.45
16 H -5.218 28.154 18.725  -0.26
17 H -6.272 28.466 20.077  0.47
18 H -4.273 26.374 19.890  0.20
19 C -0.807 30.669 21.336  -0.72
20 C 0.679 30.972 21.488  -0.38
21 O 1.097 31.109 22.830  -0.51
22 H -1.120 29.714 21.760  0.24
23 H -1.042 30.577 20.270  0.17
24 H -1.460 31.474 21.673  0.36
25 H 0.926 31.893 20.951  0.24
26 H 1.202 30.125 21.033  0.31
27 H 1.894 30.598 22.970  0.31
28 C -1.607 24.101 17.191  -0.96
29 C -2.681 23.372 18.033  0.55
30 C -3.595 24.360 18.704  0.06
31 O -2.923 25.355 19.482  -0.30
32 C -2.111 24.838 20.512  -1.01
33 N -3.479 22.577 17.070  -0.86
34 H -1.158 23.537 16.375  0.47
35 H -0.811 24.433 17.868  0.29
36 H -2.062 24.954 16.686  -0.04
37 H -2.209 22.742 18.788  0.33
38 H -4.307 23.844 19.360  0.34
39 H -4.225 24.916 18.007  -0.64
40 H -2.676 24.213 21.210  0.40
41 H -1.664 25.658 21.074  0.26
42 H -1.249 24.250 20.181  0.30
43 H -2.837 21.996 16.547  0.30
44 H -3.886 23.213 16.368  0.39
45 C -6.611 23.980 14.367  -1.56
46 C -5.599 25.075 14.543  0.35
47 C -5.971 26.065 15.653  -0.12
48 O -7.257 26.624 15.496  -0.44
49 C -7.533 27.523 16.566  -0.65
50 N -4.298 24.445 14.874  -0.54
51 H -6.815 23.551 15.354  0.32
52 H -6.331 23.192 13.670  0.42
53 H -7.588 24.377 14.083  0.38
54 H -5.531 25.625 13.596  0.34
55 H -5.279 26.917 15.720  0.13
56 H -5.853 25.555 16.620  0.01
57 H -7.616 26.925 17.475  0.29
58 H -8.407 28.104 16.279  0.32
59 H -6.738 28.279 16.599  0.21
60 H -3.576 25.155 14.797  0.22
61 H -4.204 23.796 14.098  0.24
62 O -4.842 25.529 23.734  -0.64
63 H -5.326 25.798 22.942  0.33
64 H -5.280 25.990 24.457  0.30
65 O -7.808 26.051 21.502  -0.67
66 H -7.159 26.366 20.858  0.30
67 H -7.620 26.557 22.299  0.31